(1)
Density functional theory data (ωB97M-V with the def2-TZVPD basis set) for a single C5H10O molecule.

Positions of all 16 atoms, in Å:
H -1.11931 -1.29886 1.35026
H 1.18484 1.71870 0.70864
H -0.02913 0.56969 2.52498
H -1.15153 -1.05206 -1.60360
H -0.42614 0.44289 -2.18477
H -1.80363 0.51925 -1.08903
C 0.17464 1.36597 0.49918
H 1.69296 -0.84402 -1.43005
H 2.09846 -0.70080 0.32900
C -0.88344 -0.03469 -1.29339
O -1.46215 -0.39221 1.39977
H 0.93231 -1.90578 -0.24736
H -0.52452 2.13276 0.20014
C 0.18784 0.06346 -0.17734
C 1.31444 -0.88247 -0.40381
C -0.23490 0.30311 1.45979

Its HOMO-LUMO gap is 9.0 eV. As for the total energy: -7391.20171 eV. Its net charge is 0. The SMILES is CC1(C)C[C@H]1O. The maximum force comes out at 1.9 eV Å⁻¹.

Mulliken population analysis, charges in e, atoms 1 to 8: H 0.3593; H 0.2771; H 0.4208; H 0.3389; H 0.3912; H 0.3368; C -0.7475; H 0.3793


(2)
Density functional theory data (ωB97M-V with the def2-TZVPD basis set) for a single C5H10O molecule.

Positions of all 16 atoms, in Å:
H 0.66727 1.16915 1.32690
H 0.83788 1.97300 -0.61107
C 0.01551 1.44814 -1.10824
H -0.52079 -1.10459 -1.96775
H 0.44239 1.02936 -2.02892
C -1.05094 -0.87194 -1.03899
C -0.44065 0.26951 -0.25399
O -1.17702 0.39949 0.98577
C 0.22815 0.21149 1.04620
H 0.80947 -1.90178 1.22401
C 1.05057 -0.90865 1.60124
H -0.76107 2.16647 -1.37542
H -1.18066 -1.77757 -0.44120
H 2.06434 -0.65607 1.26297
H -2.05804 -0.52976 -1.31370
H 1.07360 -0.91628 2.69217

Its HOMO-LUMO gap is 10.8 eV. As for the total energy: -7393.24486 eV. Its net charge is 0. The SMILES is C[C@@H]1OC1(C)C. The maximum force comes out at 0.4 eV Å⁻¹.

Mulliken population analysis, charges in e, atoms 1 to 8: H 0.4060; H 0.3678; C -1.2815; H 0.3734; H 0.3277; C -1.4023; C 1.3063; O -0.5485


(3)
Density functional theory data (ωB97M-V with the def2-TZVPD basis set) for a single C5H10O molecule.

Positions of all 16 atoms, in Å:
H 3.31657 0.32477 -1.41261
H -1.00544 1.31930 -0.68228
C 0.77661 -1.00293 -0.37252
C -0.09888 -1.02520 0.82742
H -2.63747 1.28072 -0.00948
H 0.32046 -0.41920 1.64503
H -1.25640 1.55747 1.05721
O 1.94964 -0.48868 -0.02782
H 2.09031 1.40751 -0.64748
C -1.49767 -0.52019 0.41888
C 2.29073 0.41930 -1.07344
H -1.81200 -1.04832 -0.48944
H 1.56830 0.19296 -1.86034
C -1.59668 0.99087 0.18196
H -0.15897 -2.07338 1.13162
H -2.19173 -0.79609 1.21726

Its HOMO-LUMO gap is 9.1 eV. As for the total energy: -7391.16394 eV. Its net charge is 0. The maximum force comes out at 0.6 eV Å⁻¹.

Mulliken population analysis, charges in e, atoms 1 to 8: H 0.2588; H 0.2898; C -0.4645; C -0.2527; H 0.3340; H 0.3238; H 0.3063; O -0.2010


(4)
Density functional theory data (ωB97M-V with the def2-TZVPD basis set) for a single C5H10O molecule.

Positions of all 16 atoms, in Å:
C -0.05169 0.49347 0.04321
H 1.54468 1.92454 0.11518
H -1.85883 -0.69320 -0.02729
C 0.46140 1.88914 0.27676
C 0.51970 -2.02931 -0.37994
C -1.54433 0.33957 0.12400
H -2.02820 0.95702 -0.63897
H 1.86997 -0.30630 0.69092
H -0.19474 -2.47388 0.27858
H -0.02138 2.56679 -0.44011
H -1.91476 0.66336 1.10228
H 0.08443 -2.12449 -1.41880
C 0.87311 -0.61959 0.29539
H 1.40363 -2.65635 -0.41542
H 0.22725 2.22845 1.28287
O 0.62358 -0.01049 -1.07163

Its HOMO-LUMO gap is 10.2 eV. As for the total energy: -7392.08808 eV. Its net charge is 0. The SMILES is C[C@H]1OC1(C)C. The maximum force comes out at 4.2 eV Å⁻¹.

Mulliken population analysis, charges in e, atoms 1 to 8: C 1.4681; H 0.3560; H 0.3552; C -1.4323; C -1.1428; C -1.3448; H 0.3295; H 0.3030


(5)
Density functional theory data (ωB97M-V with the def2-TZVPD basis set) for a single C5H10O molecule.

Positions of all 16 atoms, in Å:
H -2.13412 1.38046 0.99710
C -2.06175 0.92423 -0.07219
H -1.92642 -1.47235 1.06566
H -1.03803 -0.47171 -1.31105
H -1.58801 1.70963 -0.69295
C -1.16517 -0.30457 -0.26397
C 2.68902 -0.11418 0.10658
H 3.36865 -0.95221 -0.12977
H -3.07584 0.83539 -0.44194
C 0.20764 -0.03016 0.29154
H 1.11576 -0.92860 -1.36873
O -1.82878 -1.53726 0.10858
H 0.23260 0.58344 1.27938
C 1.32154 -0.37538 -0.40952
H 3.11334 0.79435 -0.37436
H 2.76956 -0.04108 1.21564

Its HOMO-LUMO gap is 10.5 eV. As for the total energy: -7393.42642 eV. Its net charge is 0. The SMILES is C/C=C/[C@H](C)O. The maximum force comes out at 2.5 eV Å⁻¹.

Mulliken population analysis, charges in e, atoms 1 to 8: H 0.2818; C -1.2467; H 0.3385; H 0.2427; H 0.3353; C 0.2834; C -1.1059; H 0.3315


(6)
Density functional theory data (ωB97M-V with the def2-TZVPD basis set) for a single C5H10O molecule.

Positions of all 16 atoms, in Å:
H -1.66771 0.22979 -1.02876
C -0.28667 -1.21172 -0.16863
H 1.06455 2.51438 -0.46425
C 0.03145 -0.37753 1.04392
H 0.51394 -1.06981 -0.90167
C 0.76352 0.88964 0.93535
H -2.45382 -1.02065 -0.05583
H -1.84793 -1.41262 -1.67236
H 2.35491 1.30260 -0.43161
C -1.64057 -0.83491 -0.76656
H -0.65940 -0.48045 1.88569
C 1.27452 1.44556 -0.37411
H 0.58297 1.63829 1.70802
O 1.39562 -0.29196 1.42450
H 0.83921 0.95043 -1.24465
H -0.26460 -2.27103 0.11092

Its HOMO-LUMO gap is 11.2 eV. As for the total energy: -7393.61843 eV. Its net charge is 0. The SMILES is CC[C@H]1O[C@H]1C. The maximum force comes out at 0.4 eV Å⁻¹.

Mulliken population analysis, charges in e, atoms 1 to 8: H 0.3006; C -0.6088; H 0.3472; C -0.0345; H 0.3670; C 0.0608; H 0.3355; H 0.3370


Q: Which formula does entry 1 have?
A: C5H10O


Q: Look up the HOMO-LUMO gap of the first one.
A: 9.0 eV